1.
A 2-piece molecular cluster, C3H8NO3 overall, computed with ωB97M-V with the def2-TZVPD basis set.

The LUMO energy (alpha / beta) is 6.4072 / 6.3867 eV. The calculation puts the HOMO-LUMO gap (alpha / beta) at 2.8 / 8.0 eV. As for the total charge: -2. The spin multiplicity is 2.

Geometry as XYZ:
```
15
Properties=species:S:1:pos:R:3:forces:R:3:mulliken_charge:R:1
O -0.871 3.171 1.118 0.027 0.040 -0.092 -0.79
C -0.503 2.192 0.414 -0.174 0.044 0.512 0.29
O -0.329 2.143 -0.819 -0.031 -0.034 -0.057 -0.68
C -0.268 0.862 1.207 0.367 0.089 -0.451 0.63
C 1.104 0.285 0.870 -0.555 -0.329 -0.024 -1.62
N -1.291 -0.162 0.914 0.026 0.329 -0.008 -0.98
H -0.350 1.089 2.269 0.087 0.059 0.128 0.31
H 1.910 0.943 1.199 0.053 -0.099 0.103 0.33
H 1.158 -0.720 1.305 0.356 0.187 0.086 0.45
H 1.172 0.176 -0.213 0.051 0.054 -0.035 0.28
H -2.166 0.261 1.208 -0.194 -0.135 -0.168 0.29
H -1.344 -0.237 -0.103 -0.023 -0.067 0.092 0.36
H 0.294 -4.024 -3.409 0.054 0.118 0.000 1.39
H 0.494 -2.604 -2.803 -0.028 -0.352 -0.157 0.43
O 0.991 -3.374 -3.160 -0.016 0.097 0.073 -2.71
```
Forces are in eV/Å.

***

2.
A 2-piece molecular cluster, C3H8NO3 overall at a distorted geometry, computed with ωB97M-V with the def2-TZVPD basis set.

The LUMO energy (alpha / beta) is 0.5295 / -4.2336 eV. The calculation puts the HOMO-LUMO gap (alpha / beta) at 9.4 / 4.7 eV. The spin multiplicity is 2.

Geometry as XYZ:
```
15
Properties=species:S:1:pos:R:3:forces:R:3:mulliken_charge:R:1
N 2.487 -1.182 -1.299 -0.374 0.418 -0.791 -0.58
C 2.195 -0.555 -0.008 0.282 -0.112 -1.037 -0.21
O 1.166 -1.238 0.671 -1.204 1.032 0.393 -0.59
H 1.778 -0.929 -2.001 0.384 0.024 0.532 0.24
H 2.478 -2.203 -1.296 0.114 0.385 0.582 0.24
H 3.104 -0.642 0.608 -0.337 0.250 -0.163 0.23
H 1.937 0.536 -0.231 0.396 -1.446 0.531 0.25
O -1.829 -0.703 1.116 -0.241 -0.365 0.036 -0.22
C -1.607 0.353 0.459 2.990 3.382 -1.666 0.85
O -0.503 0.680 -0.111 -3.195 -1.698 1.621 -0.61
C -2.698 1.436 0.422 -1.030 0.145 0.253 -0.86
H 0.354 -0.662 0.551 1.533 -0.924 -0.055 0.39
H -2.226 2.290 -0.110 -0.236 -0.666 0.493 0.28
H -3.103 1.767 1.429 0.627 -0.672 -1.184 0.31
H -3.531 1.053 -0.201 0.290 0.247 0.455 0.28
```
Forces are in eV/Å.

***

3.
A 2-piece molecular cluster, C3H8NO3 overall at a distorted geometry, computed with ωB97M-V with the def2-TZVPD basis set.

The LUMO energy (alpha / beta) is 0.7397 / -3.8542 eV. The calculation puts the HOMO-LUMO gap (alpha / beta) at 11.4 / 6.1 eV. The spin multiplicity is 2.

Geometry as XYZ:
```
15
Properties=species:S:1:pos:R:3:forces:R:3:mulliken_charge:R:1
C -0.389 -0.944 1.121 -0.090 0.007 0.038 -0.91
N -0.085 0.511 1.183 1.732 -2.301 -1.651 -0.24
C 1.275 0.772 0.655 -1.527 1.625 3.170 -0.31
C 1.215 1.007 -0.888 -2.157 -0.093 -2.264 0.56
O 2.199 1.516 -1.421 -0.653 -0.667 0.876 -0.48
O 0.085 0.631 -1.327 2.231 1.001 -0.276 -0.67
H -0.253 -1.413 0.112 0.217 0.731 0.656 0.36
H -1.450 -1.076 1.311 -0.047 -0.074 0.309 0.34
H 0.222 -1.460 1.869 -0.182 0.026 -0.141 0.36
H -0.853 0.935 0.678 0.246 0.947 0.062 0.35
H 1.887 -0.086 0.869 0.423 -0.163 0.136 0.27
H 1.628 1.699 1.176 0.114 -0.790 -0.834 0.29
H -1.449 -0.072 -1.490 -1.313 -1.239 0.201 0.46
H -1.874 -1.223 -2.335 -0.389 -0.203 0.130 0.30
O -2.158 -0.796 -1.515 1.395 1.193 -0.411 -0.68
```
Forces are in eV/Å.

***

4.
A 2-piece molecular cluster, C3H8NO3 overall at a distorted geometry, computed with ωB97M-V with the def2-TZVPD basis set.

The LUMO energy is -6.0677 eV. The calculation puts the HOMO-LUMO gap at 9.5 eV. As for the total charge: +1.

Geometry as XYZ:
```
15
Properties=species:S:1:pos:R:3:forces:R:3:mulliken_charge:R:1
C -0.487 -0.737 -1.581 1.871 -1.615 -2.424 -0.20
C -1.710 0.662 0.112 -2.438 -2.527 2.983 -0.53
C -0.467 0.051 -0.326 1.722 -0.207 1.761 0.81
N 0.581 0.171 0.407 0.483 -0.117 1.026 -0.27
O 0.460 -1.346 -2.055 -0.248 1.000 1.686 -0.40
O -1.600 1.382 1.342 -0.602 -1.381 0.563 -0.56
O 2.840 -1.008 0.125 0.022 0.363 3.605 -0.63
H -1.356 -0.805 -2.208 -1.316 0.514 0.269 0.40
H -2.567 -0.202 0.165 2.008 1.817 -0.186 0.36
H -2.007 1.250 -0.688 -0.976 1.763 -1.401 0.38
H 0.484 0.653 1.322 -0.651 0.076 -0.853 0.32
H 2.440 -1.220 -0.659 -1.037 -1.361 -3.742 0.35
H 1.615 -0.245 0.387 -0.991 0.140 -0.802 0.26
H -2.010 0.893 2.140 0.786 0.963 -2.142 0.36
H 3.676 -0.613 -0.032 1.368 0.571 -0.344 0.35
```
Forces are in eV/Å.

***

5.
A 2-piece molecular cluster, C3H8NO3P overall at a distorted geometry, computed with ωB97M-V with the def2-TZVPD basis set.

The LUMO energy is 0.0714 eV. The calculation puts the HOMO-LUMO gap at 8.9 eV.

Geometry as XYZ:
```
16
Properties=species:S:1:pos:R:3:forces:R:3:mulliken_charge:R:1
C -0.707 -0.639 -0.180 3.158 -1.517 -1.336 0.19
C -1.499 0.362 0.018 -0.262 3.330 0.642 -0.23
C 1.179 -0.259 -1.511 -2.905 1.812 3.035 -0.69
N -2.557 0.454 1.007 -0.391 1.641 -0.651 -0.54
O 1.877 -1.368 0.939 -0.256 -1.446 -0.470 -0.72
O -0.735 -1.877 0.234 -1.155 -0.746 -0.664 -0.47
O 1.671 1.063 0.973 1.614 1.240 -3.717 -0.53
P 2.003 -0.217 0.024 0.179 0.736 1.959 0.72
H -1.031 1.325 -0.332 -1.219 -0.974 0.114 0.26
H 1.165 0.839 1.702 -1.707 -0.964 2.217 0.34
H 1.153 0.668 -2.077 -0.334 0.141 0.274 0.34
H 1.376 -1.061 -2.123 0.189 -2.124 -1.045 0.36
H 0.088 -2.236 0.594 0.701 0.693 0.164 0.44
H -3.085 1.358 0.942 1.407 -0.707 -0.031 0.26
H -3.340 -0.153 0.874 0.081 -1.285 -0.227 0.26
H 3.304 0.109 -0.242 0.900 0.170 -0.265 0.02
```
Forces are in eV/Å.

***

6.
A 2-piece molecular cluster, C3H8NOP overall at a distorted geometry, computed with ωB97M-V with the def2-TZVPD basis set.

The structure (SMILES) is C=NC.CP=O. The LUMO energy is -0.0584 eV. The calculation puts the HOMO-LUMO gap at 9.0 eV.

Geometry as XYZ:
```
14
Properties=species:S:1:pos:R:3:forces:R:3:mulliken_charge:R:1
C 1.790 -0.520 -0.421 0.382 -0.250 0.040 -0.29
N 1.023 0.467 -0.461 -0.685 -0.178 -0.199 -0.22
C 1.493 1.738 -0.003 0.169 0.303 0.147 -0.75
H 2.820 -0.476 -0.050 0.023 0.083 0.017 0.21
H 1.436 -1.477 -0.776 -0.066 -0.262 -0.060 0.24
H 0.852 2.065 0.816 0.025 0.103 -0.018 0.24
H 2.538 1.716 0.333 -0.025 0.048 -0.003 0.33
H 1.383 2.450 -0.821 0.029 0.115 0.078 0.25
C -2.035 -1.517 0.216 -0.203 0.503 -0.285 -0.71
P -2.634 0.111 -0.501 0.618 -1.335 -0.487 0.40
O -2.904 0.973 0.646 -0.276 0.859 0.867 -0.42
H -1.081 -1.786 -0.234 0.108 0.000 -0.108 0.10
H -1.930 -1.442 1.295 -0.030 0.056 0.044 0.26
H -2.751 -2.301 -0.039 -0.071 -0.045 -0.033 0.36
```
Forces are in eV/Å.

***

7.
An isolated ion of composition C3H8NOS and charge -1, computed with ωB97M-V with the def2-TZVPD basis set.

The structure (SMILES) is N[C@H](C[O-])CS. The LUMO energy is 3.2749 eV. The calculation puts the HOMO-LUMO gap at 6.0 eV. As for the total charge: -1.

Geometry as XYZ:
```
14
Properties=species:S:1:pos:R:3:forces:R:3:mulliken_charge:R:1
N -0.248 1.441 0.336 0.056 -0.221 -0.271 -0.78
C 0.293 0.076 0.346 -0.061 -0.452 0.096 0.41
C 1.428 -0.049 -0.719 -0.059 0.147 0.123 -0.54
O 2.256 1.001 -0.660 0.058 0.101 -0.087 -0.89
C -0.795 -0.964 0.195 0.037 -0.040 -0.722 -1.07
S -2.106 -0.947 1.440 -0.201 -0.216 0.192 -0.26
H -0.667 1.561 -0.594 -0.027 -0.069 0.187 0.29
H 0.636 1.947 0.211 0.123 0.277 0.040 0.36
H 0.770 -0.116 1.311 0.029 0.312 0.181 0.24
H 0.911 -0.188 -1.712 -0.118 0.072 -0.110 0.17
H 1.921 -1.033 -0.539 0.041 -0.279 0.088 0.21
H -0.396 -1.978 0.166 0.242 -0.047 0.429 0.39
H -1.262 -0.896 -0.784 -0.215 0.317 -0.200 0.38
H -2.740 0.146 1.005 0.097 0.097 0.054 0.10
```
Forces are in eV/Å.

***

8.
The molecule C3H8NOS at a distorted geometry, computed with ωB97M-V with the def2-TZVPD basis set.

The LUMO energy (alpha / beta) is 0.4114 / 0.1825 eV. The calculation puts the HOMO-LUMO gap (alpha / beta) at 5.3 / 9.0 eV. The spin multiplicity is 2.

Geometry as XYZ:
```
14
Properties=species:S:1:pos:R:3:forces:R:3:mulliken_charge:R:1
O 1.573 0.792 1.852 1.281 0.164 0.094 -0.76
C 0.406 0.901 1.348 -1.268 0.649 -0.140 -0.32
C 0.213 0.450 -0.077 -0.641 -2.374 0.093 -0.16
C -1.010 -0.508 -0.267 -0.587 0.502 0.124 -0.80
S -2.270 0.521 -1.172 0.472 -0.482 0.237 -0.23
N 1.470 -0.419 -0.250 0.056 1.361 -1.941 -0.36
H -0.378 1.508 1.828 0.182 -0.258 -0.308 0.38
H 0.081 1.037 -1.004 1.004 0.851 0.302 0.38
H -0.747 -1.418 -0.827 -0.106 0.376 -0.191 0.33
H -1.423 -0.830 0.690 0.109 0.191 0.000 0.43
H -3.197 -0.427 -1.262 -0.246 -0.158 -0.011 0.13
H 1.241 -1.401 -0.242 0.278 -0.242 0.431 0.31
H 1.948 -0.185 -1.120 -0.279 -0.296 -0.205 0.32
H 2.091 -0.022 0.503 -0.254 -0.284 1.516 0.35
```
Forces are in eV/Å.